[1]
Density functional theory data (wB97M-V/def2-TZVPD) for a cluster of 15 separate species, C25H54Cl2FN14O29P in total at a distorted geometry.

2S+1: 1
Energy relative to the best compared isomer or geometry (same formula, charge and spin): 0.00 kJ/mol
Total charge: 0
Gap between HOMO and LUMO: 8.19 eV

Each line ends with the Löwdin charge.
Cartesian coordinates (Å):
1 C 0.9609 1.1877 1.0898  -0.119
2 C 0.4430 1.4705 -0.3284  -0.754
3 Cl 1.8768 1.4688 -1.4463  0.565
4 C -0.6684 0.4286 -0.7578  -0.769
5 Cl -2.1650 1.4208 -1.0721  0.563
6 P -0.2278 -0.4387 -2.3519  0.887
7 F -0.6234 0.5879 -3.5158  -0.283
8 C -1.5071 -1.7746 -2.5599  -0.222
9 C -1.2301 -2.4280 -3.9194  -0.415
10 O -2.1169 -2.6631 -4.7065  0.085
11 C 0.2138 -2.7208 -4.2198  -0.227
12 C 0.7654 -3.8562 -3.6462  -0.030
13 C 2.1142 -4.1333 -3.8433  -0.067
14 C 2.8718 -3.2561 -4.6004  -0.082
15 C 2.3156 -2.1388 -5.2021  -0.067
16 C 0.9723 -1.8652 -5.0067  -0.055
17 H 0.4209 1.8424 1.7734  0.086
18 H 2.0310 1.3482 1.1377  0.049
19 H 0.6898 0.1702 1.3529  0.034
20 H 0.0293 2.4639 -0.4345  0.035
21 H -0.8471 -0.2841 0.0420  0.064
22 H -1.3663 -2.5381 -1.7903  0.090
23 H -2.5259 -1.3878 -2.5220  0.071
24 H 0.1639 -4.5151 -3.0328  0.094
25 H 2.5071 -5.0280 -3.3793  0.107
26 H 3.9301 -3.4549 -4.7239  0.103
27 H 2.9163 -1.4648 -5.7954  0.106
28 H 0.5066 -0.9836 -5.4272  0.116
29 C 4.6010 -4.0547 -0.3586  0.047
30 N 3.1258 -4.2025 -0.3990  -0.438
31 O 2.4624 -3.2009 -0.5947  0.038
32 O 2.6716 -5.3136 -0.2262  0.065
33 H 4.8427 -3.0117 -0.5286  0.092
34 H 4.9231 -4.3757 0.6253  0.045
35 H 5.0258 -4.6841 -1.1350  0.109
36 C -1.0634 5.5522 -0.2356  0.030
37 N 0.2898 5.6904 0.3609  -0.433
38 O 0.6144 4.9191 1.2373  0.060
39 O 0.9956 6.5799 -0.0771  0.047
40 H -1.5740 4.7290 0.2498  0.090
41 H -1.5911 6.4850 -0.0698  0.095
42 H -0.9314 5.3601 -1.2952  0.074
43 C 0.1194 -3.8605 1.7667  0.045
44 N -0.2264 -2.8273 2.7774  -0.433
45 O -0.7255 -3.1846 3.8192  0.084
46 O 0.0031 -1.6659 2.4815  0.026
47 H -0.1439 -4.8255 2.1630  0.075
48 H -0.4430 -3.6392 0.8655  0.086
49 H 1.1862 -3.7966 1.5790  0.084
50 C 1.0554 7.6786 -3.3293  0.057
51 N -0.4078 7.4523 -3.4641  -0.432
52 O -1.1133 8.4024 -3.7195  0.075
53 O -0.8053 6.3130 -3.3065  0.031
54 H 1.2544 8.7304 -3.4955  0.097
55 H 1.3358 7.3760 -2.3237  0.077
56 H 1.5482 7.0614 -4.0748  0.105
57 C -0.6498 7.0403 4.3199  0.053
58 N -1.7047 7.3203 3.3097  -0.433
59 O -1.8457 6.5229 2.4041  0.053
60 O -2.3558 8.3308 3.4588  0.072
61 H -0.1559 6.1116 4.0583  0.096
62 H 0.0499 7.8709 4.3029  0.094
63 H -1.1380 6.9619 5.2874  0.097
64 C -0.7940 9.8257 7.4579  0.049
65 N 0.2312 8.7579 7.2954  -0.450
66 O 0.1258 7.7638 7.9835  0.063
67 O 1.1063 8.9543 6.4760  0.046
68 H -1.5048 9.5111 8.2210  0.048
69 H -0.2733 10.7306 7.7574  0.106
70 H -1.2771 9.9570 6.4924  0.100
71 C -2.4741 -5.7813 -5.3562  0.069
72 N -2.1861 -6.8358 -4.3460  -0.425
73 O -1.3557 -6.5955 -3.4924  0.039
74 O -2.8027 -7.8782 -4.4345  0.061
75 H -1.8538 -4.9188 -5.1500  0.067
76 H -2.2511 -6.1987 -6.3336  0.108
77 H -3.5272 -5.5317 -5.2713  0.106
78 C 6.3072 -5.7030 4.0486  0.048
79 N 5.9203 -5.5428 2.6242  -0.443
80 O 6.8050 -5.3740 1.8118  0.073
81 O 4.7348 -5.5903 2.3701  0.043
82 H 7.3865 -5.6383 4.1191  0.096
83 H 5.8269 -4.9022 4.6017  0.087
84 H 5.9492 -6.6750 4.3751  0.102
85 C -2.5826 6.1007 -6.3833  0.043
86 N -1.9725 5.9871 -7.7365  -0.457
87 O -1.4271 6.9691 -8.1950  0.063
88 O -2.0628 4.9121 -8.2898  0.061
89 H -2.4256 7.1080 -6.0151  0.083
90 H -3.6413 5.8827 -6.4836  0.100
91 H -2.0942 5.3720 -5.7432  0.093
92 C 0.0058 -9.8008 -3.4002  0.041
93 N 1.4291 -9.7825 -2.9656  -0.454
94 O 1.7544 -10.5229 -2.0617  0.066
95 O 2.1688 -9.0213 -3.5517  0.062
96 H -0.5305 -10.5218 -2.7946  0.095
97 H -0.3914 -8.7992 -3.2612  0.063
98 H -0.0107 -10.0825 -4.4487  0.103
99 C -6.0573 -2.3953 -2.6170  0.049
100 N -5.6630 -2.5337 -1.1875  -0.453
101 O -6.4165 -3.1248 -0.4444  0.070
102 O -4.6026 -2.0399 -0.8696  0.053
103 H -7.0165 -2.8796 -2.7567  0.092
104 H -6.1170 -1.3336 -2.8360  0.102
105 H -5.2842 -2.8696 -3.2151  0.094
106 C 3.9393 -0.8128 2.8304  0.059
107 N 4.9122 -1.9217 2.6314  -0.428
108 O 4.7926 -2.9130 3.3255  0.056
109 O 5.7599 -1.7665 1.7810  0.073
110 H 3.2471 -1.0979 3.6139  0.097
111 H 4.5070 0.0705 3.1075  0.104
112 H 3.4222 -0.6633 1.8866  0.092
113 C -3.0718 8.1344 11.8577  0.052
114 N -2.3744 9.1824 11.0656  -0.432
115 O -1.7737 10.0437 11.6642  0.089
116 O -2.4559 9.0977 9.8548  0.036
117 H -2.9112 8.3376 12.9095  0.095
118 H -4.1262 8.1831 11.6033  0.101
119 H -2.6475 7.1766 11.5719  0.103
120 C -2.4557 -7.2139 -0.6148  0.054
121 N -1.4424 -6.1788 -0.2780  -0.410
122 O -1.3512 -5.2138 -1.0105  0.047
123 O -0.7708 -6.3651 0.7141  0.065
124 H -2.9697 -6.9091 -1.5181  0.079
125 H -1.9255 -8.1497 -0.7624  0.101
126 H -3.1402 -7.2826 0.2256  0.104


[2]
Density functional theory data (wB97M-V/def2-TZVPD) for a structure of composition C19H25F3N3OS at a distorted geometry.

2S+1: 1
Total charge: +1
Gap between HOMO and LUMO: 6.27 eV

Each line ends with the natural charge from an NBO analysis.
Cartesian coordinates (Å):
1 C 4.8676 -1.2748 -0.2971  -0.258
2 C 4.0019 -0.4041 -0.3135  -0.036
3 C 2.7838 0.5936 -0.5143  -0.472
4 C 2.8222 1.0349 -2.0382  -0.401
5 C 1.4257 1.4575 -2.6667  -0.451
6 C 0.1730 0.6391 -2.1857  0.033
7 C -1.0776 1.4378 -1.9351  -0.237
8 C -2.3992 0.8327 -1.5101  0.044
9 N -3.6463 1.4564 -1.2784  -0.583
10 S -4.6454 0.1690 -0.8342  0.832
11 N -3.6887 -1.2354 -0.8586  -0.573
12 C -2.4494 -0.6955 -1.2844  0.167
13 C -1.1876 -1.5059 -1.5340  -0.278
14 C 0.0856 -0.8819 -1.9862  0.021
15 C 1.3367 -1.8004 -2.2675  -0.463
16 C 0.9953 -3.2739 -2.7659  -0.485
17 C 1.5135 -4.2907 -1.6504  0.275
18 F 2.5587 -5.1579 -2.0079  -0.307
19 C 0.9361 -4.2888 -0.3530  0.627
20 F -0.3062 -4.8780 -0.1622  -0.299
21 F 1.5879 -3.7153 0.7396  -0.307
22 H 5.6750 -1.9565 -0.6859  0.268
23 H 1.8713 0.0097 -0.2007  0.226
24 H 2.9553 1.4496 0.2146  0.241
25 H 3.5037 1.9464 -2.1029  0.237
26 H 3.2951 0.2259 -2.6750  0.228
27 H 1.2405 2.5421 -2.3599  0.227
28 H 1.5003 1.4513 -3.7956  0.251
29 H -1.0372 2.5591 -2.1063  0.242
30 H -1.2197 -2.6255 -1.3904  0.245
31 H 1.9637 -1.2898 -3.0619  0.232
32 H 1.9889 -1.8161 -1.3309  0.264
33 H -0.0921 -3.4551 -3.0062  0.254
34 H 1.5865 -3.4298 -3.7289  0.259
35 C -0.8550 0.3218 3.4424  -0.642
36 C -1.2597 1.0688 2.1779  -0.076
37 C -1.1272 2.5907 2.2829  -0.085
38 O -2.1770 3.1263 3.0805  -0.555
39 C -1.8630 3.2515 4.4706  -0.256
40 N -2.7024 0.7723 1.9040  -0.691
41 H -1.5926 0.4239 4.2412  0.220
42 H -0.7533 -0.7465 3.2372  0.235
43 H 0.1056 0.6819 3.8145  0.250
44 H -0.6842 0.6931 1.3279  0.237
45 H -1.2630 3.0174 1.2830  0.206
46 H -0.1396 2.9023 2.6301  0.210
47 H -0.7919 3.3700 4.6478  0.185
48 H -2.2342 2.3756 5.0060  0.170
49 H -2.3853 4.1254 4.8593  0.216
50 H -2.9460 -0.2150 2.0066  0.446
51 H -2.9771 1.0821 0.9636  0.454
52 H -3.2730 1.3282 2.5582  0.454


[3]
Density functional theory data (wB97M-V/def2-TZVPD) for a structure of composition C16H32Li6O12P2 at a distorted geometry.

2S+1: 1
Energy relative to the best compared isomer or geometry (same formula, charge and spin): 84.56 kJ/mol
Total charge: 0
Gap between HOMO and LUMO: 5.10 eV

Each line ends with the natural charge from an NBO analysis.
Cartesian coordinates (Å):
1 Li 1.2662 0.6888 0.1043  0.866
2 Li -1.4393 3.6911 1.1515  0.932
3 Li -1.1097 2.4152 -1.1988  0.933
4 Li -1.2979 -1.2039 -1.1026  0.925
5 Li 0.6111 1.7843 2.5142  0.927
6 Li -1.0390 -1.3021 1.8814  0.940
7 P -1.2160 0.7151 0.4009  2.494
8 O -1.9962 2.0058 0.4336  -1.254
9 O -2.1007 -0.5796 0.4341  -1.360
10 O -0.1391 0.4043 1.4711  -1.325
11 O -0.4366 0.6499 -0.9573  -1.337
12 P 0.9864 3.6474 0.9191  2.499
13 O -0.1291 3.7135 -0.1911  -1.375
14 O 1.7576 2.2785 0.9687  -1.362
15 O 0.1250 3.6337 2.2490  -1.382
16 O 1.9691 4.7654 0.9738  -1.195
17 C 2.6628 0.1085 -3.9886  -0.433
18 C 2.9707 1.5756 -3.6676  -0.427
19 C 2.3222 1.7730 -2.3001  -0.077
20 O 2.5666 0.5299 -1.6349  -0.556
21 C 2.4935 -0.5195 -2.5878  -0.064
22 H 3.4380 -0.3697 -4.5829  0.213
23 H 1.7230 0.0252 -4.5394  0.197
24 H 2.6643 2.2836 -4.4346  0.220
25 H 4.0503 1.7057 -3.5429  0.205
26 H 1.2458 1.9612 -2.3650  0.171
27 H 2.7560 2.5705 -1.7013  0.243
28 H 1.5251 -1.0346 -2.5178  0.152
29 H 3.2820 -1.2424 -2.3680  0.178
30 C 5.0491 -0.4665 0.9434  -0.429
31 C 4.5431 -1.8807 1.2713  -0.430
32 C 3.0512 -1.6987 0.9670  -0.065
33 O 2.7381 -0.3498 1.2402  -0.559
34 C 3.9425 0.3788 1.5407  -0.074
35 H 5.0577 -0.3403 -0.1428  0.205
36 H 6.0390 -0.2215 1.3239  0.220
37 H 4.7126 -2.1255 2.3219  0.201
38 H 5.0509 -2.6355 0.6699  0.212
39 H 2.4289 -2.3824 1.5550  0.162
40 H 2.8719 -1.9115 -0.0961  0.158
41 H 4.0465 0.4566 2.6299  0.160
42 H 3.8831 1.3920 1.1535  0.258
43 C -3.4422 -0.2058 5.6253  -0.431
44 C -3.8608 0.7989 4.5455  -0.433
45 C -3.3571 0.1176 3.2880  -0.072
46 O -2.0886 -0.4719 3.6709  -0.592
47 C -2.0790 -0.6805 5.0857  -0.070
48 H -4.1863 -0.9948 5.7241  0.205
49 H -3.2991 0.2707 6.5945  0.222
50 H -3.3655 1.7579 4.6898  0.217
51 H -4.9377 0.9486 4.4783  0.221
52 H -3.1677 0.8107 2.4721  0.225
53 H -4.0217 -0.6808 2.9492  0.166
54 H -1.2952 -0.0532 5.5182  0.180
55 H -1.8748 -1.7259 5.3246  0.177
56 C -3.2488 -2.4594 -4.4013  -0.427
57 C -4.2552 -2.0700 -3.3139  -0.432
58 C -3.5651 -0.8906 -2.6344  -0.089
59 O -2.1402 -1.0780 -2.8517  -0.597
60 C -1.9322 -2.2753 -3.6656  -0.076
61 H -3.3012 -1.8067 -5.2714  0.215
62 H -3.4003 -3.4882 -4.7287  0.224
63 H -4.3909 -2.9043 -2.6222  0.204
64 H -5.2325 -1.8398 -3.7331  0.230
65 H -3.7435 -0.8367 -1.5594  0.215
66 H -3.8960 0.0574 -3.0620  0.188
67 H -1.7523 -3.1260 -3.0010  0.159
68 H -1.0927 -2.0633 -4.3202  0.208


[4]
Density functional theory data (wB97M-V/def2-TZVPD) for a structure of composition C8H29N2PbSi2 at a distorted geometry.

2S+1: 1
Energy relative to the best compared isomer or geometry (same formula, charge and spin): 180.73 kJ/mol
Total charge: +1
Gap between HOMO and LUMO (alpha / beta): 6.15 / 5.85 eV

Each line ends with the natural charge from an NBO analysis.
Cartesian coordinates (Å):
1 C 1.5407 1.7919 -0.0130  -1.078
2 Pb 0.0525 -0.1027 0.2981  1.312
3 N -1.8020 -1.9328 -0.0912  -1.065
4 N -0.2002 0.3737 -2.4360  -1.061
5 H -2.7437 -1.5766 0.1053  0.394
6 H 2.1509 0.0110 -0.0882  0.052
7 H 2.1625 1.6939 0.9172  0.226
8 H 0.9667 2.7469 -0.0381  0.232
9 H 2.1289 1.6411 -0.9390  0.220
10 H -1.1871 0.5569 -2.6132  0.392
11 H 0.1040 -0.4638 -2.9479  0.397
12 H 0.3662 1.1692 -2.7437  0.405
13 H -1.7877 -2.2329 -1.0676  0.393
14 H -1.7034 -2.7753 0.4894  0.403
15 C -2.3331 3.0049 2.9335  -1.124
16 Si -2.4996 1.3022 2.1527  1.667
17 C -3.9059 0.4471 3.1072  -1.108
18 C -3.0424 1.5505 0.3859  -1.138
19 C -0.9996 0.1941 2.3266  -1.493
20 Si 0.2804 0.5832 3.6390  1.665
21 C -0.4663 0.1821 5.3253  -1.112
22 C 1.8165 -0.5147 3.4324  -1.118
23 C 0.8812 2.3492 3.6639  -1.132
24 H -3.3139 3.5050 2.8986  0.256
25 H -1.6303 3.6407 2.3789  0.242
26 H -2.0360 2.9932 3.9901  0.248
27 H -4.8133 1.0723 3.0952  0.250
28 H -4.1809 -0.5268 2.6677  0.228
29 H -3.6557 0.2741 4.1678  0.249
30 H -2.3403 2.1638 -0.1890  0.238
31 H -3.2249 0.6258 -0.1711  0.217
32 H -3.9926 2.0992 0.4116  0.270
33 H -1.3222 -0.8537 2.5049  0.261
34 H -0.8488 -0.8491 5.3820  0.242
35 H 0.2993 0.2777 6.1086  0.256
36 H -1.2856 0.8588 5.6081  0.243
37 H 2.4347 -0.2082 2.5743  0.230
38 H 2.4195 -0.3999 4.3503  0.260
39 H 1.5460 -1.5783 3.3220  0.238
40 H 1.3502 2.6481 2.7208  0.237
41 H 0.0976 3.0747 3.8909  0.249
42 H 1.6402 2.4338 4.4538  0.257